Molecular formula: C68H187N17O17
Method: DFT, the ωB97M-V functional and the def2-TZVPD basis

Computed properties:
* E_LUMO: -0.091 eV
* max |F|: 2.88 eV/Å
* highest occupied orbital energy: -0.3339 Eh

Last column: Mulliken charge in e.
CARTESIAN COORDINATES (ANGSTROEM)
C (-5.645, 0.261, 14.789)  -1.219
C (-6.017, 1.333, 13.798)  0.472
C (-5.443, 2.711, 14.320)  -0.775
O (-5.763, 3.732, 13.446)  -0.344
C (-5.866, 5.023, 14.063)  -0.709
N (-5.622, 0.855, 12.492)  -0.798
H (-4.641, 0.445, 15.171)  0.285
H (-5.714, -0.707, 14.292)  0.371
H (-6.266, 0.254, 15.684)  0.333
H (-7.088, 1.536, 13.809)  0.278
H (-4.370, 2.610, 14.483)  0.334
H (-5.930, 2.897, 15.277)  0.364
H (-5.932, 5.890, 13.406)  0.272
H (-4.991, 5.280, 14.660)  0.304
H (-6.659, 4.934, 14.805)  0.279
H (-5.918, 1.613, 11.895)  0.281
H (-6.268, 0.093, 12.347)  0.273
C (0.576, 0.523, 18.671)  -1.473
C (1.469, 1.528, 17.992)  0.481
C (0.712, 2.766, 17.464)  -0.615
O (1.555, 3.611, 16.664)  -0.321
C (0.967, 4.710, 16.043)  -0.619
N (2.499, 1.989, 18.929)  -0.702
H (0.070, 0.952, 19.536)  0.329
H (1.057, -0.366, 19.079)  0.365
H (-0.170, 0.114, 17.988)  0.367
H (1.830, 0.989, 17.116)  0.253
H (0.204, 3.261, 18.292)  0.286
H (0.005, 2.451, 16.696)  0.361
H (1.664, 5.102, 15.303)  0.222
H (0.771, 5.379, 16.880)  0.276
H (0.041, 4.428, 15.541)  0.244
H (3.016, 2.797, 18.612)  0.305
H (2.008, 2.247, 19.773)  0.243
C (-16.091, 17.432, 22.552)  -1.280
C (-15.324, 18.819, 22.630)  0.560
C (-14.809, 19.373, 21.288)  -0.726
O (-13.809, 18.529, 20.721)  -0.267
C (-13.295, 18.905, 19.406)  -0.785
N (-16.225, 19.811, 23.134)  -0.704
H (-16.503, 17.123, 23.513)  0.378
H (-15.355, 16.687, 22.250)  0.288
H (-16.880, 17.393, 21.801)  0.312
H (-14.503, 18.689, 23.335)  0.181
H (-14.310, 20.328, 21.457)  0.315
H (-15.613, 19.532, 20.570)  0.387
H (-14.079, 19.122, 18.681)  0.318
H (-12.659, 18.110, 19.018)  0.241
H (-12.694, 19.811, 19.477)  0.311
H (-16.512, 19.534, 24.062)  0.248
H (-15.891, 20.761, 23.216)  0.221
C (-7.498, 15.933, 23.294)  -1.347
C (-8.927, 16.522, 23.310)  0.622
C (-9.062, 17.911, 23.864)  -0.615
O (-8.648, 17.950, 25.230)  -0.361
C (-9.556, 17.557, 26.179)  -0.670
N (-9.393, 16.467, 21.908)  -0.685
H (-7.081, 15.952, 24.301)  0.340
H (-6.772, 16.425, 22.647)  0.286
H (-7.485, 14.919, 22.895)  0.343
H (-9.553, 15.881, 23.931)  0.159
H (-10.069, 18.322, 23.790)  0.342
H (-8.469, 18.582, 23.242)  0.326
H (-8.940, 17.498, 27.076)  0.233
H (-10.024, 16.605, 25.926)  0.304
H (-10.200, 18.418, 26.353)  0.262
H (-8.815, 17.043, 21.312)  0.260
H (-10.300, 16.909, 21.877)  0.203
C (-1.794, 7.048, 28.161)  -1.363
C (-1.356, 7.794, 26.935)  0.602
C (-2.278, 8.940, 26.409)  -0.700
O (-3.597, 8.481, 26.334)  -0.292
C (-4.587, 9.404, 25.879)  -0.783
N (0.030, 8.213, 27.266)  -0.782
H (-2.747, 6.541, 28.011)  0.298
H (-1.872, 7.838, 28.908)  0.337
H (-1.061, 6.275, 28.394)  0.382
H (-1.307, 7.084, 26.109)  0.230
H (-1.868, 9.274, 25.456)  0.318
H (-2.183, 9.846, 27.008)  0.385
H (-4.773, 10.182, 26.620)  0.312
H (-5.468, 8.797, 25.674)  0.234
H (-4.247, 9.855, 24.947)  0.314
H (0.354, 8.862, 26.563)  0.231
H (0.654, 7.439, 27.089)  0.275
C (3.354, 16.217, 12.046)  -1.463
C (2.899, 15.162, 10.991)  0.359
C (4.031, 14.667, 10.099)  -0.743
O (3.581, 13.719, 9.135)  -0.318
C (4.606, 13.282, 8.245)  -0.760
N (2.422, 13.994, 11.658)  -0.680
H (4.206, 15.880, 12.635)  0.366
H (2.551, 16.585, 12.685)  0.385
H (3.603, 17.121, 11.489)  0.384
H (2.109, 15.588, 10.372)  0.264
H (4.745, 14.222, 10.792)  0.278
H (4.480, 15.484, 9.534)  0.456
H (4.851, 14.004, 7.465)  0.297
H (4.347, 12.407, 7.649)  0.280
H (5.512, 13.057, 8.807)  0.295
H (2.792, 13.239, 11.097)  0.291
H (2.927, 13.943, 12.532)  0.304
C (5.052, 10.488, 22.027)  -1.217
C (4.181, 11.648, 22.452)  0.388
C (3.129, 12.190, 21.416)  -0.691
O (3.675, 12.836, 20.274)  -0.308
C (2.740, 13.375, 19.372)  -0.660
N (3.445, 11.308, 23.676)  -0.691
H (5.627, 10.332, 22.940)  0.382
H (5.757, 10.783, 21.250)  0.316
H (4.421, 9.675, 21.670)  0.278
H (4.827, 12.507, 22.635)  0.256
H (2.523, 12.961, 21.892)  0.308
H (2.445, 11.380, 21.161)  0.328
H (2.212, 14.169, 19.899)  0.260
H (1.978, 12.660, 19.062)  0.295
H (3.267, 13.791, 18.513)  0.241
H (4.186, 11.024, 24.300)  0.262
H (3.124, 12.144, 24.143)  0.254
C (-12.371, 2.651, 15.764)  -1.401
C (-12.464, 3.915, 16.603)  0.609
C (-12.033, 5.144, 15.784)  -0.824
O (-12.118, 6.306, 16.614)  -0.226
C (-11.517, 7.418, 15.930)  -0.801
N (-13.826, 4.065, 17.157)  -0.836
H (-12.812, 1.835, 16.337)  0.363
H (-11.336, 2.356, 15.593)  0.349
H (-12.980, 2.677, 14.860)  0.340
H (-11.887, 3.878, 17.528)  0.266
H (-12.643, 5.422, 14.925)  0.383
H (-11.078, 4.926, 15.305)  0.357
H (-11.678, 8.247, 16.620)  0.240
H (-11.908, 7.671, 14.945)  0.301
H (-10.429, 7.378, 15.895)  0.333
H (-13.915, 3.481, 17.976)  0.257
H (-13.862, 5.010, 17.512)  0.287
C (4.987, 9.361, 14.733)  -1.441
C (5.876, 10.190, 13.810)  0.523
C (5.753, 9.785, 12.327)  -0.606
O (6.069, 8.424, 12.202)  -0.337
C (5.875, 7.912, 10.951)  -0.776
N (5.672, 11.561, 14.112)  -0.682
H (3.907, 9.459, 14.632)  0.310
H (5.155, 9.688, 15.759)  0.371
H (5.243, 8.302, 14.750)  0.351
H (6.895, 9.916, 14.085)  0.159
H (6.510, 10.320, 11.754)  0.368
H (4.784, 9.996, 11.875)  0.390
H (4.815, 7.679, 10.846)  0.304
H (6.494, 7.032, 10.776)  0.246
H (6.017, 8.648, 10.160)  0.324
H (6.309, 12.066, 13.512)  0.244
H (6.012, 11.735, 15.047)  0.260
C (-3.739, 22.361, 12.746)  -1.340
C (-2.532, 21.589, 13.277)  0.487
C (-2.270, 20.307, 12.480)  -0.690
O (-3.262, 19.336, 12.689)  -0.297
C (-2.891, 17.975, 12.647)  -0.751
N (-1.356, 22.473, 13.165)  -0.773
H (-3.751, 22.369, 11.656)  0.293
H (-3.689, 23.385, 13.116)  0.441
H (-4.661, 21.961, 13.168)  0.251
H (-2.531, 21.524, 14.365)  0.305
H (-1.263, 19.992, 12.754)  0.369
H (-2.134, 20.509, 11.417)  0.326
H (-2.222, 17.709, 13.466)  0.310
H (-2.412, 17.759, 11.692)  0.301
H (-3.698, 17.258, 12.798)  0.252
H (-0.518, 21.983, 13.443)  0.246
H (-1.208, 22.549, 12.169)  0.267
C (-6.090, 5.627, 21.360)  -1.434
C (-4.627, 5.531, 21.774)  0.342
C (-3.743, 6.721, 21.295)  -0.686
O (-2.335, 6.368, 21.659)  -0.328
C (-1.405, 7.294, 21.212)  -0.807
N (-4.621, 5.527, 23.207)  -0.727
H (-6.657, 6.473, 21.747)  0.324
H (-6.629, 4.688, 21.488)  0.341
H (-6.131, 5.855, 20.295)  0.382
H (-4.130, 4.683, 21.304)  0.326
H (-4.047, 7.666, 21.746)  0.323
H (-3.949, 6.943, 20.247)  0.426
H (-1.525, 7.725, 20.218)  0.318
H (-0.369, 6.955, 21.215)  0.297
H (-1.430, 8.196, 21.822)  0.281
H (-3.622, 5.565, 23.345)  0.386
H (-4.981, 6.449, 23.411)  0.237
C (-12.171, 6.760, 22.393)  -1.407
C (-12.716, 8.119, 21.891)  0.606
C (-11.633, 9.188, 21.411)  -0.786
O (-10.793, 9.631, 22.468)  -0.301
C (-11.262, 10.613, 23.378)  -0.733
N (-13.624, 7.896, 20.757)  -0.720
H (-11.494, 6.942, 23.228)  0.348
H (-11.478, 6.277, 21.704)  0.311
H (-13.007, 6.123, 22.681)  0.334
H (-13.224, 8.587, 22.735)  0.287
H (-12.107, 10.012, 20.878)  0.427
H (-10.981, 8.685, 20.696)  0.299
H (-10.402, 10.817, 24.016)  0.228
H (-12.148, 10.348, 23.956)  0.286
H (-11.539, 11.534, 22.867)  0.321
H (-13.098, 7.673, 19.924)  0.214
H (-13.898, 8.847, 20.559)  0.288
C (-0.855, 9.284, 10.543)  -1.397
C (-1.539, 9.662, 9.202)  0.350
C (-2.605, 10.708, 9.366)  -0.606
O (-3.567, 10.190, 10.210)  -0.253
C (-4.702, 11.025, 10.440)  -0.758
N (-0.404, 10.129, 8.394)  -0.745
H (-1.568, 8.740, 11.162)  0.342
H (-0.507, 10.120, 11.150)  0.334
H (0.039, 8.676, 10.405)  0.407
H (-1.999, 8.785, 8.748)  0.299
H (-3.043, 10.892, 8.384)  0.338
H (-2.167, 11.638, 9.728)  0.333
H (-4.438, 11.975, 10.905)  0.293
H (-5.397, 10.447, 11.049)  0.235
H (-5.191, 11.235, 9.489)  0.315
H (0.041, 10.829, 8.971)  0.248
H (-0.733, 10.700, 7.629)  0.264
C (-6.330, 11.511, 18.567)  -1.342
C (-6.221, 12.749, 17.648)  0.654
C (-5.328, 12.639, 16.354)  -0.830
O (-4.056, 12.192, 16.668)  -0.295
C (-3.304, 11.503, 15.597)  -0.737
N (-7.523, 13.247, 17.312)  -0.779
H (-6.997, 11.740, 19.398)  0.426
H (-5.363, 11.306, 19.025)  0.302
H (-6.626, 10.644, 17.976)  0.301
H (-5.739, 13.512, 18.259)  0.125
H (-5.250, 13.560, 15.776)  0.350
H (-5.779, 11.991, 15.603)  0.404
H (-3.068, 12.152, 14.753)  0.302
H (-3.950, 10.743, 15.159)  0.302
H (-2.399, 11.007, 15.949)  0.273
H (-8.030, 13.277, 18.185)  0.278
H (-7.488, 14.228, 17.074)  0.265
C (-7.092, 19.834, 16.273)  -1.521
C (-6.847, 20.783, 17.378)  0.568
C (-7.657, 22.137, 17.093)  -0.715
O (-7.704, 22.984, 18.230)  -0.355
C (-6.473, 23.606, 18.589)  -0.656
N (-7.029, 20.030, 18.619)  -0.699
H (-8.052, 19.318, 16.278)  0.380
H (-6.502, 18.919, 16.222)  0.356
H (-7.012, 20.341, 15.312)  0.347
H (-5.796, 21.067, 17.325)  0.229
H (-8.696, 21.814, 17.016)  0.321
H (-7.420, 22.752, 16.225)  0.391
H (-6.115, 24.278, 17.809)  0.290
H (-5.710, 22.890, 18.895)  0.260
H (-6.684, 24.190, 19.485)  0.246
H (-6.895, 20.741, 19.323)  0.300
H (-6.191, 19.483, 18.755)  0.264
C (-1.744, 17.688, 23.208)  -1.361
C (-1.077, 18.615, 22.257)  0.603
C (-1.931, 19.251, 21.127)  -0.748
O (-2.777, 18.270, 20.463)  -0.258
C (-2.203, 17.508, 19.454)  -0.774
N (-0.362, 19.612, 23.041)  -0.698
H (-0.979, 17.330, 23.897)  0.435
H (-2.113, 16.824, 22.654)  0.271
H (-2.505, 18.236, 23.763)  0.314
H (-0.285, 18.006, 21.820)  0.151
H (-1.399, 19.855, 20.392)  0.372
H (-2.618, 19.907, 21.661)  0.289
H (-1.504, 16.800, 19.900)  0.280
H (-1.702, 18.050, 18.652)  0.331
H (-2.917, 16.871, 18.932)  0.256
H (0.005, 19.132, 23.850)  0.256
H (-1.007, 20.314, 23.374)  0.277
C (-13.410, 18.738, 12.853)  -1.394
C (-13.939, 17.598, 12.025)  0.569
C (-13.581, 16.160, 12.490)  -0.694
O (-12.195, 15.927, 12.290)  -0.332
C (-11.734, 14.619, 12.645)  -0.720
N (-15.379, 17.613, 11.862)  -0.747
H (-13.983, 18.745, 13.780)  0.297
H (-13.587, 19.720, 12.414)  0.338
H (-12.325, 18.715, 12.959)  0.324
H (-13.609, 17.755, 10.999)  0.268
H (-14.214, 15.380, 12.067)  0.408
H (-13.781, 16.092, 13.559)  0.322
H (-12.472, 13.884, 12.325)  0.295
H (-11.669, 14.628, 13.733)  0.301
H (-10.764, 14.305, 12.258)  0.237
H (-15.862, 17.171, 12.630)  0.255
H (-15.613, 17.013, 11.084)  0.272

Force components x, y, z for each atom (eV/Å):
C -0.14 0.00 0.76
C -0.03 1.23 1.61
C -0.21 -1.70 -0.46
O -0.03 1.70 -1.23
C 0.51 -0.80 1.01
N 0.21 1.07 0.01
H 0.27 -0.33 -0.29
H 0.18 -0.09 0.29
H -0.27 -0.02 -0.08
H -0.42 -0.21 0.13
H 0.33 0.18 -0.02
H -0.02 -0.17 0.37
H -0.62 -0.68 -0.57
H 0.53 -0.39 0.08
H -0.48 0.55 -0.16
H 0.13 -0.09 -0.85
H 0.07 -0.25 -0.57
C -0.86 -0.25 0.53
C 0.26 1.07 -0.30
C -0.31 -0.56 -1.80
O 1.54 -1.47 0.95
C -0.33 -0.26 0.88
N 0.10 -0.89 -0.03
H -0.29 0.22 0.00
H 0.68 0.23 -0.22
H -0.19 0.30 -0.08
H 0.86 0.32 -0.01
H 0.02 0.44 0.07
H -0.90 -0.39 0.43
H 0.00 0.12 0.26
H -0.35 0.92 -0.53
H -0.27 0.06 -0.11
H -0.12 0.04 -0.31
H 0.14 0.12 0.27
C 1.24 0.76 -0.54
C -0.43 -0.85 -0.67
C 1.02 -0.57 -0.33
O 0.31 -0.56 -1.06
C -0.48 0.27 1.23
N -1.37 0.43 0.65
H 0.05 0.25 0.09
H 0.02 -0.13 0.07
H -0.06 0.42 0.05
H 0.53 -0.25 -0.26
H -0.25 0.47 0.28
H -0.34 -0.07 0.08
H -0.34 -0.21 0.08
H -0.19 -0.12 0.32
H 0.14 0.14 0.17
H -0.27 0.09 0.07
H 0.47 -0.07 -0.22
C -0.05 0.15 0.57
C 0.67 -0.68 -1.44
C 0.33 0.28 0.80
O 1.89 0.65 -2.06
C 0.24 0.64 0.77
N -0.64 -0.10 0.56
H 0.06 -0.16 0.00
H -0.28 0.70 -0.07
H -0.42 -0.15 0.32
H -0.08 -0.35 -0.24
H -0.48 -0.33 -0.08
H 0.50 0.21 0.41
H -0.32 -0.55 0.27
H -0.42 0.09 0.31
H -0.99 -0.41 0.07
H 0.38 0.09 0.01
H -0.40 -0.06 -0.23
C -1.00 0.32 -0.19
C 0.44 -0.50 -0.78
C 1.03 -0.05 0.77
O -0.26 -0.28 -0.02
C 0.95 -0.64 -0.10
N -0.24 0.92 -0.74
H -0.13 0.18 0.11
H -0.01 -0.54 0.62
H 0.09 0.27 0.28
H -0.19 -0.16 -0.31
H -0.16 -0.23 -0.64
H -0.18 0.08 0.71
H -0.13 0.04 0.06
H -0.07 0.25 0.18
H -0.08 0.24 -0.16
H 0.01 0.56 -0.15
H -0.07 -0.46 0.32
C -0.23 0.30 -1.59
C 0.39 0.70 0.19
C 0.35 1.13 -0.74
O -0.22 -0.45 -0.11
C 0.23 0.20 0.14
N -0.56 -0.89 0.67
H -0.03 -0.02 0.00
H -0.19 -0.67 0.15
H 0.56 0.08 0.02
H -0.08 0.13 -0.10
H 0.51 -0.17 -0.14
H 0.36 0.29 0.14
H 0.00 0.64 0.24
H -0.62 -0.21 0.61
H 0.16 -0.07 0.01
H -0.55 -0.75 0.17
H -0.11 -0.30 0.36
C -0.31 0.85 -0.01
C -1.01 1.90 -1.35
C 0.10 0.14 0.23
O 1.13 -1.09 -0.03
C -0.24 0.17 0.86
N 0.49 -0.23 0.02
H 0.17 -1.01 -0.21
H -0.15 0.01 -0.07
H 0.34 -0.34 0.37
H 0.34 0.16 0.00
H -0.22 -0.01 0.61
H -0.06 -0.26 -0.33
H -0.25 0.40 -0.15
H 0.09 -0.30 -0.20
H 0.01 -0.17 0.12
H -0.04 -0.60 0.42
H -0.40 0.37 -0.26
C -0.11 -0.48 0.83
C -0.72 0.41 -0.09
C -0.99 -0.04 0.42
O 1.40 0.14 -1.12
C -0.04 0.53 1.77
N -0.26 0.48 -0.78
H 0.02 -0.11 0.16
H -0.01 0.15 -0.38
H 0.29 0.38 -0.16
H 1.23 -0.20 -0.51
H -0.73 -0.81 -0.20
H 0.72 0.31 0.61
H -0.32 0.28 -0.27
H -0.32 -0.39 -0.04
H 0.17 -0.65 -0.29
H -0.03 -0.23 0.02
H -0.30 0.27 0.08
C -0.05 -0.41 0.73
C -0.22 -2.41 0.29
C 0.30 0.42 0.28
O 0.74 0.16 1.85
C -1.10 -0.12 -1.26
N -0.16 1.45 -0.81
H 0.01 0.17 -0.64
H 0.22 0.16 0.16
H 0.00 0.02 -0.36
H 0.35 -0.37 -0.13
H 0.08 0.53 -0.20
H -0.38 0.13 0.20
H -0.26 -0.59 -0.18
H -0.05 0.10 0.12
H 0.63 0.18 -0.17
H 0.02 0.59 -0.12
H -0.14 0.04 0.22
C 0.00 0.00 0.94
C 0.56 0.97 -0.25
C 0.46 -0.38 0.81
O -0.97 -0.24 0.45
C 0.83 0.00 -0.05
N 0.09 0.03 -1.13
H -0.14 -0.06 0.02
H 0.13 0.08 -0.14
H -0.10 -0.27 -0.43
H -0.90 -1.10 0.01
H 0.10 -0.67 0.49
H -0.45 0.42 -0.38
H 0.53 0.27 0.05
H 0.14 -0.24 -0.08
H -0.65 0.71 -0.30
H 0.15 -0.22 0.50
H 0.21 0.68 -0.50
C 0.18 0.27 -1.86
C -0.44 1.49 -0.91
C 0.36 -0.61 0.19
O -2.28 -0.09 -1.20
C 0.74 1.74 -0.05
N 0.87 -0.78 0.20
H 0.21 -0.11 0.79
H 0.09 0.14 0.36
H -0.01 -0.28 -0.42
H -0.26 -0.48 0.40
H 0.18 0.08 0.75
H 0.90 -0.50 -0.58
H -0.63 -0.57 -0.53
H -0.22 -0.67 0.37
H 0.04 0.16 0.50
H 0.29 0.07 1.29
H -0.02 0.15 0.73
C 0.73 1.24 0.09
C 1.42 -0.04 -0.79
C -0.21 -1.38 1.41
O 0.08 -0.14 -0.11
C 0.10 0.12 -0.65
N -0.33 0.82 0.65
H -0.34 0.03 0.46
H -0.48 -0.15 -0.59
H 0.22 -0.06 -0.08
H -0.52 -0.07 -0.16
H -0.28 0.27 0.16
H 0.18 0.00 -0.04
H -0.28 0.01 0.18
H 0.08 -0.51 0.19
H 0.12 0.22 -0.28
H 0.41 -0.52 -0.09
H -0.88 0.16 -0.39
C -0.92 -0.57 0.20
C 1.84 -0.14 0.92
C 0.08 -0.06 -0.43
O -1.11 0.01 1.14
C 0.40 -0.62 -0.56
N -0.43 0.44 -0.35
H 0.11 -0.09 0.11
H -0.25 0.51 -0.28
H -0.21 -0.20 -0.37
H 0.16 -0.13 0.00
H -0.12 0.30 -0.37
H 0.06 0.30 0.25
H 0.10 0.01 0.21
H 0.14 0.18 0.13
H -0.13 0.13 -0.17
H 0.54 0.07 0.22
H -0.21 -0.12 -0.61
C 0.74 0.43 -0.95
C 1.72 0.47 0.05
C -0.93 -0.62 -0.22
O 2.40 -1.25 -0.23
C -1.71 0.51 0.34
N -1.17 0.05 -0.17
H -0.31 -0.18 -0.21
H 0.09 -0.06 -0.20
H -0.31 -0.11 0.29
H 0.58 0.08 0.19
H -0.23 0.79 0.45
H -0.47 -0.65 0.17
H 0.19 0.48 0.22
H -0.15 -0.28 0.14
H -0.20 0.42 0.50
H -0.47 -0.24 0.08
H 0.24 0.16 -0.45
C -0.64 -1.09 -1.98
C 1.04 0.72 -1.19
C -0.85 -1.51 2.30
O 0.55 0.20 0.35
C -0.68 -0.09 0.35
N -0.60 1.52 0.73
H -0.69 0.75 0.36
H 0.99 0.39 0.30
H 0.10 -0.13 -0.21
H 0.34 0.23 -0.20
H -0.16 0.07 -0.36
H 0.69 -0.63 -0.34
H 0.17 -0.07 -0.16
H 0.20 -0.19 -0.32
H -0.09 0.14 -0.12
H -0.47 0.10 0.81
H 0.13 -0.45 -0.30
C -0.81 -0.54 -0.32
C 1.49 -0.02 -0.84
C -0.76 -1.23 0.75
O -0.35 1.29 0.54
C 0.84 -0.96 -0.14
N 0.16 0.83 -0.61
H -0.11 -0.06 0.12
H -0.53 -0.06 0.33
H -0.32 -0.38 0.09
H 0.14 0.02 -0.58
H 0.42 -0.19 0.11
H -0.33 0.16 -0.24
H 0.47 -0.09 -0.13
H 0.20 0.53 0.16
H -0.59 0.27 0.37
H 0.16 0.25 0.14
H -0.10 0.18 0.21
C -0.26 0.29 0.27
C -0.11 -1.26 -1.26
C 1.40 0.79 0.72
O 0.70 -0.34 -0.97
C -1.12 0.54 0.77
N -1.04 0.45 0.05
H 0.53 0.02 0.48
H -0.38 -0.17 -0.41
H -0.09 -0.47 0.48
H 0.59 -0.31 -0.03
H 0.04 0.05 -0.72
H -0.17 0.12 0.53
H -0.05 -0.23 0.03
H 0.05 -0.50 0.22
H -0.03 0.78 -0.39
H -0.01 0.16 0.52
H -0.04 0.11 -0.29